Entry 1:
{
  "formula": "C2H14O6",
  "method": "ωB97M-V/def2-TZVPD",
  "total_energy_ha": -535.9341,
  "lumo_energy_ev": 0.095,
  "charge": 0,
  "de_lowest_kj_mol": 240.5,
  "e_homo_ev": -10.08,
  "symbols": ["C", "C", "O", "H", "H", "H", "H", "O", "H", "H", "O", "H", "H", "O", "H", "H", "O", "H", "H", "O", "H", "H"],
  "positions_angstrom": [[0.909, 1.091, 0.084], [1.151, 2.427, -0.512], [0.793, 2.625, -1.662], [0.907, 0.270, -0.597], [0.040, 0.885, 0.769], [1.593, 0.879, 0.865], [1.738, 3.095, -0.056], [-2.494, 1.941, 0.598], [-2.531, 2.826, 0.325], [-3.019, 1.475, -0.096], [-0.420, -2.570, -1.646], [0.178, -1.994, -1.187], [0.155, -3.130, -1.931], [-1.588, -1.174, 2.317], [-1.321, -1.946, 1.769], [-1.126, -1.142, 3.136], [2.200, -1.888, 1.160], [2.692, -2.513, 0.819], [2.468, -1.820, 1.997], [-1.077, 0.370, -2.192], [-0.261, 0.776, -1.929], [-0.986, -0.483, -2.033]],
  "forces_ev_per_angstrom": [[-1.00, -0.48, 2.42], [-2.75, -3.50, -3.46], [0.17, 0.39, 0.55], [0.26, -0.23, -0.64], [-0.23, 1.03, -1.18], [1.68, -0.20, 0.40], [2.14, 2.91, 2.29], [-0.67, -2.29, -0.24], [0.00, 2.02, -0.54], [0.78, 0.31, 0.78], [-5.19, 5.20, 2.72], [0.10, 0.96, 0.85], [5.19, -6.20, -3.39], [-0.70, -0.40, -1.83], [0.00, 0.81, 1.03], [0.74, -0.42, 0.76], [-5.31, 4.29, -2.31], [3.85, -5.01, -3.02], [1.44, 0.68, 5.29], [-1.24, 5.67, -1.31], [0.37, 0.78, -0.12], [0.38, -6.32, 0.94]],
  "lowdin_charge": [-0.059, -0.244, 0.040, 0.052, 0.105, 0.053, 0.076, -0.051, -0.002, 0.063, 0.054, 0.029, -0.058, -0.054, 0.052, 0.009, 0.079, -0.038, -0.017, 0.019, -0.020, -0.087]
}

---

Entry 2:
{
  "formula": "C36H91ClF3IN3O14S2",
  "method": "ωB97M-V/def2-TZVPD",
  "total_energy_ha": -4496.6697,
  "lumo_energy_ev": -4.087,
  "charge": 1,
  "e_homo_ev": -10.72,
  "symbols": ["C", "C", "C", "C", "C", "C", "N", "C", "N", "C", "O", "C", "C", "O", "C", "C", "N", "S", "C", "C", "C", "C", "F", "C", "F", "F", "C", "S", "Cl", "C", "I", "C", "C", "C", "C", "C", "H", "H", "H", "H", "H", "H", "H", "H", "H", "H", "H", "H", "H", "H", "H", "H", "H", "H", "H", "H", "H", "H", "H", "H", "H", "H", "H", "H", "H", "H", "H", "H", "H", "H", "H", "H", "H", "H", "H", "H", "H", "H", "H", "C", "O", "H", "H", "H", "H", "C", "O", "H", "H", "H", "H", "C", "O", "H", "H", "H", "H", "C", "O", "H", "H", "H", "H", "C", "O", "H", "H", "H", "H", "C", "O", "H", "H", "H", "H", "C", "O", "H", "H", "H", "H", "C", "O", "H", "H", "H", "H", "C", "O", "H", "H", "H", "H", "C", "O", "H", "H", "H", "H", "C", "O", "H", "H", "H", "H", "C", "O", "H", "H", "H", "H"],
  "positions_angstrom": [[0.813, 3.304, 2.274], [0.967, 1.765, 2.834], [2.503, 1.154, 2.632], [2.674, 0.841, 1.000], [2.643, -0.801, 0.680], [1.179, -1.319, 0.178], [1.082, -2.017, -1.122], [2.008, -1.622, -2.212], [2.000, -0.348, -2.798], [1.087, 0.783, -2.387], [0.638, 1.610, -3.557], [-0.448, 2.447, -2.947], [-1.046, 3.585, -3.965], [-2.509, 3.647, -3.723], [-2.883, 4.845, -2.955], [-3.056, 4.562, -1.322], [2.951, -2.597, -2.876], [4.358, -2.999, -1.977], [2.148, -3.769, -3.385], [1.794, -3.409, -4.981], [3.191, -3.815, -5.807], [2.944, -5.383, -6.304], [1.954, -5.629, -7.406], [3.648, -6.574, -5.758], [3.989, -7.685, -6.724], [4.013, -6.818, -4.343], [0.776, -4.096, -2.536], [-0.772, -3.239, -3.290], [0.221, -5.899, -2.689], [0.870, -3.541, -1.007], [-1.263, -3.707, -0.328], [1.842, -4.287, 0.044], [1.097, -4.751, 1.474], [2.649, -5.624, -0.426], [4.111, -5.818, 0.335], [4.198, -7.313, 1.060], [1.172, 3.384, 1.146], [1.413, 4.109, 2.876], [-0.358, 3.529, 2.238], [0.616, 1.770, 3.956], [0.263, 1.060, 2.190], [2.632, 0.201, 3.299], [3.239, 1.975, 3.023], [3.703, 1.313, 0.641], [1.781, 1.396, 0.485], [3.554, -1.063, 0.004], [2.875, -1.301, 1.739], [0.712, -1.896, 1.115], [0.503, -0.336, 0.099], [2.659, -0.136, -3.607], [0.104, 0.333, -1.935], [1.660, 1.525, -1.687], [-0.008, 3.026, -2.013], [-1.378, 1.780, -2.614], [-0.869, 3.203, -5.070], [-0.484, 4.592, -3.756], [-3.978, 5.145, -3.324], [-2.207, 5.783, -3.138], [-2.661, 5.473, -0.668], [-4.204, 4.449, -1.016], [-2.515, 3.582, -0.964], [5.539, -2.869, -2.760], [2.898, -4.686, -3.459], [1.623, -2.264, -5.149], [0.963, -4.104, -5.430], [4.133, -3.838, -5.104], [3.338, -3.188, -6.787], [-0.345, -2.005, -3.830], [2.720, -3.571, 0.431], [0.641, -3.852, 2.064], [0.389, -5.673, 1.337], [2.004, -5.145, 2.144], [2.822, -5.757, -1.569], [1.996, -6.561, -0.078], [4.923, -5.855, -0.539], [4.342, -4.956, 1.095], [3.848, -7.170, 2.169], [5.298, -7.716, 1.059], [3.485, -8.104, 0.571], [6.169, 1.963, 3.553], [5.186, 1.978, 4.571], [5.735, 1.536, 2.646], [6.501, 2.984, 3.350], [7.016, 1.349, 3.872], [5.600, 2.362, 5.363], [5.462, 5.920, 4.000], [6.307, 5.170, 3.147], [4.562, 5.337, 4.211], [5.983, 6.133, 4.936], [5.180, 6.853, 3.506], [7.096, 5.712, 2.978], [-3.626, -1.274, -6.104], [-3.738, -2.283, -5.116], [-4.472, -1.354, -6.790], [-3.639, -0.292, -5.625], [-2.695, -1.409, -6.659], [-2.974, -2.187, -4.522], [-4.874, 6.253, 1.993], [-5.198, 5.692, 0.734], [-3.856, 5.961, 2.261], [-4.935, 7.342, 1.934], [-5.569, 5.879, 2.750], [-6.106, 5.968, 0.524], [-5.083, 2.205, 1.724], [-4.759, 3.357, 2.479], [-4.577, 1.340, 2.159], [-6.164, 2.043, 1.750], [-4.749, 2.338, 0.692], [-5.222, 4.108, 2.069], [-7.866, 7.414, 4.244], [-8.190, 6.853, 2.985], [-6.847, 7.122, 4.512], [-7.926, 8.503, 4.185], [-8.560, 7.040, 5.000], [-9.098, 7.129, 2.775], [4.690, -1.988, 3.918], [3.706, -1.973, 4.936], [4.255, -2.415, 3.011], [5.022, -0.967, 3.715], [5.536, -2.602, 4.237], [4.121, -1.590, 5.728], [1.338, -9.808, -2.175], [1.663, -8.656, -1.419], [1.845, -10.673, -1.739], [0.258, -9.970, -2.148], [1.673, -9.675, -3.207], [1.200, -7.905, -1.829], [-10.532, 10.138, 3.184], [-10.326, 9.050, 2.302], [-9.752, 10.129, 3.948], [-10.482, 11.075, 2.625], [-11.509, 10.039, 3.663], [-11.033, 9.084, 1.636], [-2.817, -3.045, 3.418], [-3.063, -2.121, 2.375], [-1.755, -3.017, 3.675], [-3.409, -2.773, 4.295], [-3.082, -4.052, 3.084], [-4.012, -2.169, 2.169], [8.234, -6.132, 0.793], [7.251, -6.116, 1.812], [7.799, -6.558, -0.114], [8.566, -5.111, 0.590], [9.080, -6.745, 1.112], [7.665, -5.733, 2.603], [-8.976, 5.880, -1.525], [-8.202, 6.134, -0.367], [-8.411, 5.225, -2.193], [-9.909, 5.388, -1.240], [-9.189, 6.822, -2.036], [-8.729, 6.717, 0.206]],
  "forces_ev_per_angstrom": [[-0.69, -0.54, -0.91], [0.35, 0.09, -0.32], [-1.11, 0.83, -0.08], [0.49, -0.07, 0.90], [0.66, 0.67, 1.33], [-0.64, 3.02, 2.42], [3.25, -1.10, -2.47], [-0.28, 1.52, -0.02], [-0.25, -2.11, 0.93], [-1.04, 1.16, -0.17], [-0.43, -0.87, 2.65], [-0.81, 0.96, 0.39], [0.38, -1.33, -0.09], [2.31, 1.95, 0.44], [-1.99, 0.71, 1.11], [-0.41, 0.18, 0.42], [-2.53, 0.61, 0.58], [0.98, -0.26, 0.85], [-0.48, -1.14, -2.53], [1.71, -0.60, -0.28], [-1.55, -1.95, -0.20], [1.21, -2.70, 1.15], [3.61, 0.90, 2.95], [-1.19, 0.79, -2.23], [-1.54, 3.32, 4.11], [-0.65, 1.02, -5.08], [0.35, 1.12, -0.16], [1.07, 0.63, -1.22], [0.96, 2.16, 0.18], [-0.28, -0.61, -0.33], [0.58, 0.10, 0.90], [1.16, -0.52, 1.84], [1.80, -0.22, 0.38], [-0.25, -1.32, 0.55], [0.13, -1.12, -1.13], [-0.18, 0.55, 0.52], [-0.62, -0.21, 2.29], [-1.28, -1.68, -0.95], [2.65, -0.16, 0.29], [0.77, -0.24, -2.23], [1.15, 1.49, 1.50], [-0.16, 1.69, -1.37], [-1.20, -1.69, -0.89], [-2.23, -1.08, 0.57], [1.77, -1.09, 0.73], [-1.87, 0.29, 0.88], [-0.55, 0.91, -2.46], [0.82, 0.74, -2.80], [1.38, -2.17, 0.22], [-0.99, -0.74, 1.58], [2.14, 0.62, -0.47], [-1.08, -1.70, -0.98], [-0.86, -1.37, -1.67], [2.11, 1.27, -0.72], [-0.39, 0.94, 2.22], [-1.32, -1.83, -0.59], [2.50, -0.71, 0.59], [-0.96, -2.02, 0.16], [-0.75, -1.96, -1.53], [2.66, 0.22, -0.84], [-0.87, 1.89, -0.85], [-1.83, 0.44, -0.06], [-1.89, 1.79, 0.63], [-0.07, -2.24, 0.51], [1.40, 1.73, 1.09], [-1.80, 0.19, -1.62], [-0.15, -1.25, 2.01], [0.18, -1.40, 0.61], [-2.13, -1.01, -1.17], [0.58, -1.83, -1.24], [1.15, 2.07, 0.14], [-1.89, 0.82, -1.42], [-0.40, 0.47, 2.05], [1.31, 2.06, -0.97], [-1.61, 0.48, 2.05], [-0.36, -1.68, -1.50], [0.73, -0.45, -2.00], [-2.18, 0.89, 0.07], [1.40, 1.68, 0.69], [0.38, 0.22, 0.04], [-0.18, 0.08, 0.66], [-0.06, 0.00, 0.15], [0.08, -0.22, -0.20], [0.11, -0.07, -0.22], [-0.32, -0.19, -0.43], [0.04, 0.21, 0.06], [0.57, 0.11, -0.31], [0.19, 0.00, -0.09], [-0.22, 0.12, 0.10], [-0.16, 0.05, 0.21], [-0.42, -0.37, 0.03], [0.15, 0.09, 0.09], [0.30, -0.21, 0.47], [0.13, -0.06, 0.18], [-0.02, 0.16, -0.24], [-0.04, 0.19, -0.21], [-0.57, -0.15, -0.30], [-0.01, 0.43, 0.08], [-0.43, -0.12, -0.22], [-0.15, -0.02, -0.11], [0.02, 0.01, 0.25], [0.09, 0.26, 0.22], [0.15, -0.16, -0.10], [-0.06, 0.32, 0.05], [-0.07, 0.14, 0.13], [-0.03, 0.15, 0.01], [0.00, -0.24, -0.16], [-0.08, -0.21, -0.13], [0.31, -0.50, -0.02], [-0.23, 0.05, -0.10], [-0.28, -0.17, -0.40], [-0.15, 0.00, -0.10], [0.10, 0.05, 0.23], [0.14, 0.12, 0.20], [0.43, 0.05, 0.10], [0.13, 0.13, 0.28], [-0.06, 0.12, 0.38], [0.00, -0.03, 0.18], [0.16, -0.02, -0.20], [0.13, 0.00, -0.26], [-0.35, -0.19, -0.42], [-0.11, 0.02, -0.13], [-0.06, 0.55, 0.07], [-0.06, 0.21, -0.02], [0.02, -0.24, -0.13], [-0.06, -0.25, -0.07], [0.38, -0.39, 0.33], [-0.19, 0.20, 0.04], [-0.20, -0.47, -0.58], [-0.11, -0.07, -0.18], [-0.01, 0.11, 0.22], [0.07, 0.20, 0.14], [0.44, -0.09, 0.36], [-0.21, -0.08, 0.05], [-0.41, 0.20, -0.45], [-0.15, 0.06, -0.10], [0.14, -0.20, 0.14], [0.10, -0.13, 0.24], [0.54, 0.13, 0.08], [0.14, 0.06, 0.16], [-0.09, 0.23, 0.53], [-0.02, 0.03, 0.19], [0.18, -0.06, -0.21], [0.11, 0.03, -0.26], [-0.32, -0.28, -0.40], [-0.12, 0.09, -0.01], [0.05, 0.31, 0.55], [-0.04, 0.11, 0.17], [-0.05, -0.04, -0.24], [-0.11, -0.13, -0.20], [0.47, -0.33, -0.16]],
  "lowdin_charge": [-0.143, -0.246, -0.181, -0.180, -0.154, -0.188, -0.085, -0.176, 0.162, -0.157, -0.176, -0.165, -0.149, -0.218, -0.233, -0.093, -0.416, 0.847, -0.347, -0.157, -0.090, -0.062, -0.045, -0.012, -0.021, -0.011, -0.891, 0.595, 0.625, -0.648, 1.016, -0.317, -0.157, -0.214, -0.232, -0.118, 0.063, 0.079, 0.088, 0.115, 0.102, 0.103, 0.096, 0.117, 0.062, 0.074, 0.100, 0.129, 0.125, 0.197, 0.146, 0.148, 0.138, 0.150, 0.145, 0.136, 0.134, 0.120, 0.089, 0.074, 0.069, -0.073, 0.124, 0.110, 0.118, 0.117, 0.137, -0.081, 0.117, 0.056, 0.080, 0.101, 0.076, 0.105, 0.100, 0.103, 0.080, 0.069, 0.072, -0.165, -0.147, 0.067, 0.053, 0.078, 0.089, -0.153, -0.147, 0.078, 0.079, 0.078, 0.091, -0.160, -0.136, 0.085, 0.075, 0.074, 0.018, -0.155, -0.151, 0.089, 0.089, 0.068, 0.067, -0.156, -0.140, 0.073, 0.079, 0.065, 0.024, -0.154, -0.144, 0.075, 0.068, 0.083, 0.054, -0.166, -0.127, 0.056, 0.066, 0.080, 0.089, -0.149, -0.169, 0.085, 0.079, 0.077, -0.027, -0.148, -0.140, 0.074, 0.081, 0.082, 0.090, -0.172, -0.182, 0.075, 0.080, 0.075, 0.084, -0.162, -0.146, 0.076, 0.074, 0.080, 0.086, -0.150, -0.134, 0.083, 0.079, 0.078, 0.076]
}